A molecular structure, C32H53N3O3P2Rb, computed with wB97M-V/def2-TZVPD.

Positions of all 94 atoms, in Å:
Rb 0.0873 -0.1086 -0.1025
C -1.4637 -0.0191 -4.4956
P -1.4278 1.1172 -3.0600
C -0.2484 2.3700 -3.6790
C -3.0322 1.9851 -3.3754
C -3.2585 3.2309 -2.5233
P -2.8578 3.0399 -0.7254
C -3.7843 4.5094 -0.1118
C -4.0547 1.7287 -0.2638
H -1.6782 0.5106 -5.4280
H -2.2133 -0.7958 -4.3385
H -0.4914 -0.5038 -4.5744
H -0.5280 2.7419 -4.6693
H 0.7472 1.9227 -3.7171
H -0.2075 3.2099 -2.9822
H -3.8249 1.2559 -3.1783
H -3.1095 2.2531 -4.4362
H -4.2978 3.5638 -2.6325
H -2.6273 4.0482 -2.8869
H -4.8209 4.5206 -0.4591
H -3.2936 5.4250 -0.4451
H -3.7837 4.5126 0.9799
H -5.0637 1.9494 -0.6242
H -4.0804 1.6260 0.8222
H -3.7332 0.7720 -0.6781
C -3.4919 3.4487 6.6800
C -3.6037 2.0113 6.1520
C -5.0379 1.7580 5.6680
C -3.3040 1.0469 7.2979
C -2.6392 1.8347 4.9854
C -2.7649 2.6295 3.8439
C -1.8953 2.4341 2.7896
N -0.9253 1.5224 2.7711
C -0.7688 0.7785 3.8694
C -1.6132 0.9079 4.9806
C 0.3522 -0.2075 3.8838
C 1.0468 -0.4107 5.0781
C 2.0822 -1.3833 5.0560
C 2.4009 -1.9836 3.8783
C 1.7384 -1.6270 2.6002
N 0.5806 -0.8019 2.7366
C 2.8100 -1.7946 6.3434
C 2.3796 -0.9580 7.5507
C 4.3242 -1.6244 6.1721
C 2.4990 -3.2651 6.6508
H -4.1863 3.6018 7.5096
H -3.7265 4.1759 5.9023
H -2.4806 3.6522 7.0357
H -5.7416 1.8900 6.4933
H -5.1431 0.7410 5.2865
H -5.3197 2.4470 4.8713
H -4.0136 1.2137 8.1112
H -2.2987 1.1942 7.6956
H -3.3934 0.0073 6.9791
H -3.5294 3.3928 3.7647
H -1.9739 3.0469 1.8960
H -1.4420 0.2404 5.8112
H 0.7905 0.1481 5.9633
H 3.1433 -2.7750 3.8495
H 1.4695 -2.5205 2.0206
H 2.5847 0.1024 7.3930
H 2.9312 -1.2827 8.4369
H 1.3146 -1.0717 7.7591
H 4.5692 -0.5897 5.9235
H 4.7086 -2.2584 5.3729
H 4.8453 -1.8900 7.0971
H 1.4228 -3.4108 6.7625
H 2.9895 -3.5787 7.5780
H 2.8408 -3.9127 5.8435
O 2.9873 0.6149 -3.8120
C 2.4126 -0.4122 -3.4791
C 2.7908 -1.7928 -4.0391
C 1.7168 -2.7035 -3.4716
C 0.9026 -1.7580 -2.5844
O -0.0818 -2.1363 -1.9436
N 1.3738 -0.4912 -2.6014
H 3.7990 -2.0370 -3.7016
H 2.8166 -1.7435 -5.1279
H 2.0906 -3.5241 -2.8591
H 1.0580 -3.1375 -4.2258
C 3.0310 1.1212 2.6808
C 3.5793 0.0050 1.7958
C 3.8883 0.5688 0.4100
C 4.8690 -0.5636 2.3942
O 2.6449 -1.0436 1.5471
H 3.7702 1.9237 2.7565
H 2.8057 0.7670 3.6855
H 2.1138 1.5334 2.2561
H 4.6602 1.3400 0.4652
H 2.9997 1.0129 -0.0423
H 4.2350 -0.2250 -0.2533
H 5.6459 0.2055 2.4315
H 5.2267 -1.3877 1.7742
H 4.6999 -0.9335 3.4036

Forces on atoms 1 to 2 (eV/Å):
Rb 0.010 0.260 0.641
C -0.005 -0.085 -0.051

## Properties
Energy relative to the best compared isomer or geometry (same formula, charge and spin) = 4.87 kJ/mol
Net charge = -1
HOMO energy = -0.1256 hartree
F_max = 0.69 eV/A

A single C2H4N4O molecule, computed with wB97M-V/def2-TZVPD.

Positions of all 11 atoms, in Å:
N -2.1739 0.0559 0.6523
C -0.8819 0.0662 0.1700
N -0.4645 0.9371 -0.7272
N 0.8659 0.6281 -0.8015
C 1.1362 -0.4039 0.0155
O 2.3692 -0.9363 0.1264
N 0.0652 -0.7905 0.6601
H -2.8249 0.5525 0.0611
H -2.4948 -0.8615 0.9255
H 1.4349 1.0071 -1.5405
H 2.9686 -0.2548 0.4583

Forces on atoms 1 to 2 (eV/Å):
N -0.029 -0.047 -0.094
C -0.108 0.119 -0.088

## Properties
Energy relative to the best compared isomer or geometry (same formula, charge and spin) = 41.07 kJ/mol
HOMO energy = -0.3176 hartree
SMILES = Nc1n[nH]c(O)n1
F_max = 0.34 eV/A

3 unconnected molecules or ions with the total composition C5H14O3 at a distorted geometry, computed with wB97M-V/def2-TZVPD.

Positions of all 22 atoms, in Å:
C -2.0420 -1.3182 2.4090
C -1.1917 -1.0429 1.1317
C 1.5839 1.4579 2.0989
O 1.1209 2.6729 1.6246
C 0.8347 0.2726 1.8579
C -0.4597 0.2038 1.3307
H -2.0930 -2.3980 2.5802
H -3.0600 -0.9539 2.2817
H -1.6195 -0.9576 3.3443
H -1.8144 -0.9308 0.2622
H -0.5222 -1.9033 0.9925
H 2.6681 1.3270 1.9194
H 1.6282 1.5640 3.2107
H 0.6651 2.5669 0.7830
H 1.3173 -0.6670 2.0603
H -1.0148 1.1039 1.0589
H 2.0834 2.2484 -5.2258
H 2.8706 1.5454 -6.3096
O 2.7588 1.5681 -5.3456
H -1.6296 -1.9167 -3.3368
H -0.6450 -2.0491 -4.5856
O -1.4390 -2.3933 -4.1426

Forces on atoms 1 to 2 (eV/Å):
C -0.550 -0.603 0.373
C 0.931 -0.484 0.218

## Properties
Energy relative to the best compared isomer or geometry (same formula, charge and spin) = 27.00 kJ/mol
Net charge = +1
Spin multiplicity = 2
HOMO energy (alpha / beta) = -0.4999 / -0.4999 hartree
F_max = 1.34 eV/A

A molecular structure, C7H10NO3S at a distorted geometry, computed with wB97M-V/def2-TZVPD.

Positions of all 22 atoms, in Å:
C -2.4506 0.6777 -0.9146
C 0.7903 -1.1667 2.7796
C 0.1631 2.7945 -1.3955
C -2.6535 0.7858 -2.2590
C 1.1598 -1.2471 -0.8669
C 1.5004 -0.6499 0.4633
C 0.4455 -0.6414 1.5217
N 1.5119 -1.2764 3.8048
O 0.8396 1.8748 -1.7036
O 0.0997 -2.0209 2.0219
O -0.0439 3.9636 -1.3484
S -1.4392 1.8183 -0.0187
H -2.1656 1.5677 -2.7647
H -0.3288 0.2317 1.4857
H -3.3517 0.1406 -2.6576
H 1.8631 -0.9100 -1.4996
H 1.2607 -2.3001 -0.8137
H 0.1469 -1.0545 -1.0782
H 1.7166 0.4799 0.2888
H 2.4599 -0.9300 0.8434
H 1.3724 -2.0304 4.5065
H -2.8964 -0.1072 -0.3951

Forces on atoms 1 to 2 (eV/Å):
C 1.448 2.209 -2.293
C 1.581 -2.235 1.526

## Properties
Energy relative to the best compared isomer or geometry (same formula, charge and spin) = 276.25 kJ/mol
Net charge = -1
HOMO energy = -0.1364 hartree
F_max = 3.67 eV/A